Formula: C5H15NSi
Source: the OMol25 dataset
Level of theory: the ωB97M-V functional and the def2-TZVPD basis

```
! wB97M-V def2-TZVPD RIJCOSX def2/J DEFGRID3
* xyz 0 1
C -0.778 -1.762 0.798
C 1.882 -0.628 -1.463
C -2.034 -0.868 0.991
C 1.763 0.930 -1.333
C -2.367 0.090 -0.179
N 0.996 1.433 1.424
Si 0.448 1.862 -0.146
H -0.601 -2.038 -0.238
H -0.002 -1.192 1.228
H -0.907 -2.662 1.531
H 2.115 -0.900 -2.461
H 2.676 -0.955 -0.777
H 0.994 -1.133 -1.109
H -3.011 -1.460 1.296
H -1.778 -0.128 1.795
H 1.657 1.405 -2.384
H 2.750 1.392 -1.199
H -3.190 0.794 -0.010
H -2.481 -0.269 -1.222
H 1.221 2.148 2.176
H 0.433 0.705 1.957
H 0.213 3.236 -0.673
*
```

## Properties
Kohn-Sham gap (spin up / spin down) ... 7.4 / 8.2 eV
HOMO level (spin up / spin down) ... -6.897 / -7.979 eV